Formula: C28H47ErNO2P2
Source: OMol25
Level of theory: ωB97M-V with the def2-TZVPD basis set

Properties
Highest occupied orbital energy (spin up / spin down) in Eh: -0.356 / -0.338
Kohn-Sham gap (spin up / spin down) in eV: 5.98 / 2.57
⟨S²⟩: 3.9421
Total charge: +1
Lowest unoccupied orbital energy (spin up / spin down) in eV: -3.69 / -6.62
Calculated total energy in hartree: -2997.59326
2S+1: 4

Atoms and positions in Å:
Er 2.509 -1.122 -0.014
C 2.723 -1.046 2.646
C 1.889 -2.149 2.382
C 3.827 -2.441 1.134
C 3.904 -1.164 1.846
C 2.482 -2.984 1.400
C 2.507 -0.165 3.832
H 1.407 -0.074 4.006
H 2.923 0.856 3.640
H 2.974 -0.585 4.758
C 5.007 -0.175 1.821
H 4.780 0.684 2.492
H 5.178 0.229 0.802
H 5.943 -0.646 2.177
C 4.649 -2.783 -0.038
H 5.620 -2.984 0.434
H 4.765 -1.982 -0.836
H 4.255 -3.675 -0.541
C 1.883 -4.283 1.004
H 2.389 -5.125 1.528
H 1.916 -4.439 -0.085
H 0.817 -4.302 1.308
C 0.777 -2.587 3.295
H 1.096 -3.476 3.883
H -0.137 -2.809 2.704
H 0.587 -1.761 4.010
C -0.546 1.579 1.239
C -0.718 1.115 2.486
C -1.698 0.103 2.975
C -2.672 -0.415 1.914
C -2.059 -1.324 0.875
C -1.361 -1.135 -0.245
C -0.879 0.143 -0.829
C -1.305 1.409 -0.031
H -2.199 0.475 3.911
H -3.340 0.395 1.572
H -1.098 -0.751 3.351
H -2.407 1.434 0.027
H 0.373 2.158 1.124
H 0.061 1.387 3.210
H -1.054 2.289 -0.642
H 0.219 0.161 -1.102
H -0.944 -2.011 -0.763
H -1.340 0.278 -1.861
H -3.331 -1.116 2.459
H -2.180 -2.402 1.124
P -2.737 0.722 -3.105
P -2.367 -1.563 -5.250
C -3.949 0.672 -4.471
C -3.359 -0.032 -5.673
H -4.160 1.721 -4.726
H -4.856 0.169 -4.097
H -4.201 -0.317 -6.313
H -2.683 0.652 -6.217
C -2.088 -1.847 -7.047
H -1.546 -2.788 -7.210
H -1.478 -1.006 -7.422
H -3.060 -1.864 -7.571
C -3.886 -2.635 -5.126
H -4.574 -2.441 -5.967
H -4.403 -2.434 -4.176
H -3.586 -3.691 -5.134
C -2.232 2.472 -3.350
H -1.537 2.865 -2.601
H -3.148 3.081 -3.375
H -1.729 2.494 -4.333
C -4.030 0.759 -1.803
H -4.606 -0.170 -1.941
H -4.658 1.634 -2.009
H -3.679 0.780 -0.770
O 4.023 2.266 3.736
C 3.262 3.238 3.521
C 3.679 4.662 3.938
C 2.460 5.481 3.564
C 1.419 4.463 3.094
O 0.253 4.780 2.869
N 1.988 3.201 3.022
H 3.896 4.702 5.023
H 4.570 4.968 3.376
H 2.085 6.050 4.420
H 2.725 6.170 2.741

=====

Formula: C34H34AuN4O2
Source: OMol25
Level of theory: ωB97M-V with the def2-TZVPD basis set

Properties
Highest occupied orbital energy (spin up / spin down) in Eh: -0.381 / -0.381
Kohn-Sham gap (spin up / spin down) in eV: 4.81 / 4.82
Total charge: +1
Lowest unoccupied orbital energy (spin up / spin down) in eV: -5.56 / -5.55
Calculated total energy in hartree: -1820.91216

Atoms and positions in Å:
Au -0.751 -0.163 -0.100
O -2.539 -0.020 -1.315
C -2.869 -0.845 -2.222
C -3.721 -0.376 -3.272
C -4.133 -1.187 -4.286
C -3.741 -2.536 -4.317
C -2.948 -3.044 -3.323
C -2.451 -2.235 -2.276
C -1.546 -2.842 -1.375
N -0.868 -2.267 -0.420
N -0.105 -2.985 0.372
C 0.654 -2.337 1.257
O 0.778 -1.080 1.285
C 1.371 -3.169 2.234
C 2.030 -2.558 3.304
C 2.714 -3.325 4.225
C 2.747 -4.706 4.098
C 2.070 -5.321 3.053
C 1.389 -4.562 2.121
H -4.018 0.661 -3.236
H -4.750 -0.784 -5.076
H -4.059 -3.159 -5.135
H -2.664 -4.087 -3.333
H -1.384 -3.913 -1.499
H 1.981 -1.485 3.406
H 3.229 -2.844 5.042
H 3.292 -5.296 4.821
H 2.087 -6.397 2.963
H 0.861 -5.014 1.297
C -2.498 3.936 0.066
C -2.648 3.215 1.373
C -3.625 3.583 2.280
C -3.748 2.933 3.495
C -2.894 1.891 3.805
C -1.893 1.496 2.931
C -0.947 0.405 3.316
C -1.773 2.172 1.713
N -0.785 1.830 0.779
C 0.264 2.541 0.616
C 0.620 3.682 1.510
C 1.191 2.186 -0.471
C 2.143 3.233 -0.948
N 1.106 1.016 -0.968
C 2.027 0.444 -1.826
C 3.329 0.187 -1.352
C 3.719 0.487 0.064
C 4.240 -0.387 -2.223
C 3.882 -0.733 -3.513
C 2.576 -0.552 -3.936
C 1.633 0.027 -3.106
C 0.228 0.220 -3.574
H -3.379 4.542 -0.134
H -2.360 3.223 -0.746
H -1.631 4.599 0.092
H -4.292 4.390 2.023
H -4.499 3.249 4.202
H -2.988 1.383 4.751
H -0.898 0.310 4.397
H 0.051 0.582 2.926
H -1.296 -0.545 2.914
H -0.046 3.703 2.370
H 0.554 4.641 1.000
H 1.642 3.567 1.863
H 1.592 4.141 -1.188
H 2.669 2.899 -1.839
H 2.880 3.488 -0.189
H 2.914 0.213 0.744
H 3.940 1.546 0.202
H 4.612 -0.072 0.334
H 5.245 -0.565 -1.873
H 4.617 -1.152 -4.182
H 2.280 -0.849 -4.929
H 0.156 0.022 -4.638
H -0.134 1.225 -3.369
H -0.430 -0.473 -3.054

=====

Formula: C3H5BrFN
Source: OMol25
Level of theory: ωB97M-V with the def2-TZVPD basis set

Properties
Highest occupied orbital energy (spin up / spin down) in Eh: -0.386 / -0.364
Kohn-Sham gap (spin up / spin down) in eV: 9.59 / 6.64
Total charge: 0
Lowest unoccupied orbital energy (spin up / spin down) in eV: -0.91 / -3.26
Calculated total energy in hartree: -2845.72849
Energy above the lowest of the compared OMol25 structures with the same formula, charge and spin in kcal/mol: 99.0

Atoms and positions in Å:
C -0.316 1.683 0.788
C 0.228 0.726 0.099
C -0.055 -0.744 0.269
N -0.598 -1.644 -0.660
F -1.328 -1.081 -1.621
Br 2.028 -2.114 -1.975
H 0.040 2.707 0.629
H -1.109 1.618 1.540
H 0.827 0.818 -0.871
H -0.730 -0.857 1.323
H 1.013 -1.114 0.479